<1>
Molecular formula: C3H7NS
Method: DFT, ωB97M-V/def2-TZVPD

```
12
Properties=species:S:1:pos:R:3
H 0.575 2.048 -0.656
C 1.453 -0.605 0.114
C -0.069 1.450 -0.017
S 2.994 -0.049 -0.054
H -1.285 -1.187 1.156
H 0.103 1.795 1.200
H -2.331 -0.594 -0.436
H 1.289 -1.727 -0.228
H -0.475 -1.773 -0.445
C -1.020 -0.992 -0.059
H -1.344 1.638 -0.410
N 0.110 -0.005 -0.165
```

Output
- 2S+1: 1
- Charge: 0
- HOMO: -8.64 eV
- LUMO level: -0.051 eV

=====

<2>
Molecular formula: C3H7NS
Method: DFT, ωB97M-V/def2-TZVPD

```
12
Properties=species:S:1:pos:R:3
C -0.887 -1.051 -0.080
N 0.114 0.997 -1.079
H -0.958 1.190 0.471
S 0.723 -1.756 0.759
H 0.645 0.332 -1.655
C -0.389 0.376 0.062
H -0.960 -1.395 -1.078
H -0.281 1.727 -1.609
H -1.719 -1.256 0.537
H 0.881 0.239 2.071
H 1.911 0.517 0.667
C 0.919 0.080 0.936
```

Output
- 2S+1: 1
- Charge: 0
- HOMO: -8.45 eV
- SMILES: NC1CSC1
- LUMO level: 1.002 eV

=====

<3>
Molecular formula: C3H7NS
Method: DFT, ωB97M-V/def2-TZVPD

```
12
Properties=species:S:1:pos:R:3
S -1.777 -1.366 -0.020
C 0.542 0.212 -0.288
H 0.750 1.097 0.093
H 1.057 -1.035 1.367
H 0.871 0.328 -1.318
H -0.857 2.031 -0.220
C -0.927 0.044 -0.068
H -2.495 1.397 0.018
H 2.286 -1.030 0.018
H 0.742 -1.892 -0.221
C 1.249 -0.979 0.291
N -1.442 1.192 0.349
```

Output
- 2S+1: 1
- Charge: 0
- HOMO: -8.42 eV
- SMILES: CCC(N)=S
- LUMO level: 0.363 eV

=====

Stability summary: most stable <3>, least stable <1>.